Entry 1:
A 2-piece molecular cluster, C4H11N4S overall at a distorted geometry. Source: the Open Molecules 2025 dataset; level of theory: ωB97M-V with the def2-TZVPD basis set.

Structure (XYZ):
```
20
Properties=species:S:1:pos:R:3:forces:R:3
C -1.15551 1.44591 -2.03937 0.48 -2.37 -2.16
C 1.93657 -0.82693 0.28490 -0.88 -1.72 0.17
C 0.84612 -1.55915 -0.48935 -0.96 1.47 1.52
C -0.52165 -1.28813 0.24318 -1.27 -4.89 -2.29
N -0.88291 0.87076 0.92586 -1.75 2.10 -1.89
N -1.27365 2.36821 -1.23439 -0.40 1.78 0.85
N -0.36339 0.82881 2.10515 -0.47 1.56 0.87
N -1.02408 -0.02383 0.09663 0.34 2.75 0.02
S -0.93755 0.42638 -3.14207 -0.19 0.24 -0.04
H 2.92411 -1.22264 0.20008 0.72 -0.08 -0.66
H 1.87318 0.18983 0.01691 0.29 1.43 0.26
H 1.67841 -1.07559 1.31016 0.22 0.66 0.51
H 0.96705 -2.59747 -0.47334 0.30 -1.63 -0.04
H 0.73623 -1.24231 -1.50301 0.14 0.23 -0.73
H -1.31285 -1.79931 -0.46220 1.48 -0.08 1.49
H -0.62153 -1.80833 1.22785 0.33 0.73 -0.39
H -1.00006 2.19123 -0.26564 -0.05 -0.39 1.22
H -1.85830 3.15494 -1.43723 -0.26 0.60 -0.18
H 0.33919 0.14539 2.20873 1.17 -0.55 1.05
H -0.34938 1.82223 2.42715 0.76 -1.84 0.41
```
Positions in Å, forces in eV/Å.

The value obtained for the LUMO energy is -4.99 eV. As for the charge: +1.



Entry 2:
The molecule C2H5BO. Source: the Open Molecules 2025 dataset; level of theory: ωB97M-V with the def2-TZVPD basis set.

Structure (XYZ):
```
9
Properties=species:S:1:pos:R:3:forces:R:3
B 0.45289 -0.22110 -0.72237 -0.30 0.08 0.65
C -0.13409 1.24889 1.13820 -0.28 0.06 -0.09
C -0.13907 -0.20161 0.74732 0.42 0.82 -0.09
O 0.59711 1.77365 1.93282 0.05 -0.11 0.11
H 0.75447 -1.25371 -1.17657 0.21 -0.36 -0.39
H -1.17094 -0.55754 0.73466 -0.14 -0.12 -0.17
H -0.84004 1.85964 0.53008 0.01 0.05 0.15
H 0.42164 -0.79899 1.46712 0.06 -0.15 -0.11
H 0.58302 0.81522 -1.30827 -0.03 -0.26 -0.06
```
Positions in Å, forces in eV/Å.

Its structure (SMILES) is BCC=O. The value obtained for the LUMO energy is -0.06 eV. As for the charge: 0.



Entry 3:
C38H61FN2O5W as an isolated structure. Source: the Open Molecules 2025 dataset; level of theory: ωB97M-V with the def2-TZVPD basis set.

Structure (XYZ):
```
108
Properties=species:S:1:pos:R:3:forces:R:3
W 0.63448 -0.95725 0.24332 0.04 -0.06 0.05
C 0.91708 -3.99249 -0.76276 -0.01 0.00 0.00
N -0.07115 -3.10082 -0.06957 0.01 0.01 0.00
C -0.40807 -3.75761 1.22586 0.00 0.01 0.00
C -1.25201 -3.05235 -0.97544 0.00 0.00 0.00
C -2.29078 -2.09551 -0.45706 0.00 0.01 0.00
N -1.66186 -0.85124 0.10829 0.01 0.02 0.01
C -2.04522 0.30783 -0.77433 0.01 0.00 0.01
C -1.55228 0.24254 -2.19769 -0.01 0.02 -0.04
C -2.36886 0.75224 -3.19128 -0.01 -0.01 0.02
C -1.94102 0.83638 -4.51509 -0.01 0.00 -0.01
C -0.65077 0.40495 -4.80719 0.00 0.00 -0.01
C 0.22418 -0.12475 -3.85924 -0.01 0.01 -0.02
C -0.28394 -0.20889 -2.56423 0.00 -0.02 0.06
O 0.47198 -0.78932 -1.55654 0.02 0.02 -0.05
C 1.66508 -0.50233 -4.22066 0.00 -0.01 0.00
C 2.00479 -1.94027 -3.79614 0.00 -0.01 0.00
C 1.90824 -0.39468 -5.72897 0.01 0.00 0.00
C 2.61728 0.47817 -3.51588 0.00 0.00 0.01
C -2.88074 1.39745 -5.57808 0.01 0.00 0.00
C -4.14331 0.52438 -5.63540 0.00 0.00 0.00
C -2.23917 1.41694 -6.96534 0.00 0.00 0.00
C -3.26486 2.83493 -5.19629 0.00 0.00 0.00
C -2.30090 -0.60972 1.46254 0.00 -0.01 -0.01
C -1.62411 0.32179 2.42138 -0.03 0.02 0.01
C -2.31888 1.34702 3.04058 0.01 -0.02 -0.03
C -1.73952 2.05147 4.09114 0.01 0.00 0.00
C -0.47574 1.64902 4.52692 0.00 0.01 0.01
C 0.26719 0.62172 3.94949 0.00 0.00 0.01
C -0.34464 0.01659 2.85605 0.01 0.01 -0.02
O 0.32964 -0.90490 2.05213 -0.02 -0.02 -0.03
C 1.60672 0.15812 4.52747 0.00 0.01 -0.01
C 2.72928 0.22323 3.47969 0.00 -0.01 -0.01
C 2.02861 1.01800 5.72116 0.01 0.01 0.00
C 1.45002 -1.29172 5.01253 0.00 -0.01 0.01
C -2.44026 3.21347 4.78935 0.00 0.00 0.01
C -3.81159 3.50356 4.17985 0.00 0.00 0.00
C -2.62691 2.87325 6.27539 0.00 0.00 0.00
C -1.56921 4.47136 4.65414 0.00 0.00 0.00
H 0.39601 -4.90820 -1.04361 0.00 0.00 0.00
H 1.73747 -4.23598 -0.10034 0.00 0.00 0.00
H 1.29090 -3.50263 -1.65725 0.00 0.00 0.00
H -0.74901 -4.77544 1.03117 0.00 0.00 0.00
H -1.18326 -3.21013 1.75178 0.00 0.00 0.00
H 0.48446 -3.78826 1.84706 0.00 0.00 0.00
H -1.67512 -4.05576 -1.05892 0.00 0.00 0.00
H -0.89449 -2.75778 -1.96060 0.00 0.00 0.00
H -2.89113 -2.56155 0.32058 0.00 -0.01 0.00
H -2.96563 -1.82475 -1.26816 -0.01 -0.01 0.00
H -1.70527 1.21749 -0.28474 0.00 0.00 -0.01
H -3.13649 0.33014 -0.78982 0.00 0.00 0.00
H -3.35803 1.10231 -2.92105 0.00 0.00 0.00
H -0.30752 0.48231 -5.82505 0.00 0.00 0.00
H 1.21666 -2.64185 -4.08076 0.00 0.00 0.00
H 2.18932 -2.01347 -2.72476 0.00 0.00 0.00
H 2.92163 -2.25973 -4.29270 0.00 0.00 0.00
H 1.26230 -1.06702 -6.29609 0.00 0.00 0.00
H 2.94083 -0.67275 -5.93921 0.00 0.00 0.00
H 1.76693 0.62157 -6.09738 0.00 0.00 0.00
H 2.51585 0.44050 -2.42932 0.00 0.00 -0.01
H 2.42935 1.50363 -3.83592 0.00 0.00 0.00
H 3.64949 0.23226 -3.77551 0.00 0.00 0.00
H -3.89700 -0.50543 -5.90066 0.00 0.00 0.00
H -4.82532 0.91372 -6.39178 0.00 0.00 0.00
H -4.67808 0.51619 -4.68421 0.00 0.00 0.00
H -1.96697 0.41547 -7.30455 0.00 0.00 0.00
H -1.35218 2.05271 -6.99621 0.00 0.00 0.00
H -2.95302 1.82057 -7.68291 0.00 0.00 0.00
H -3.78345 2.88019 -4.23752 0.00 0.00 0.00
H -3.93412 3.24831 -5.95138 0.00 0.00 0.00
H -2.38295 3.47498 -5.13858 0.00 0.00 0.00
H -2.36571 -1.58409 1.94505 0.00 0.00 0.00
H -3.32357 -0.27590 1.27848 0.00 0.00 0.00
H -3.32189 1.57731 2.70695 0.00 0.00 0.00
H -0.04576 2.17157 5.36782 0.00 0.00 0.00
H 2.72283 1.16483 2.92761 0.00 0.00 0.01
H 2.64672 -0.60547 2.77543 0.00 0.00 0.01
H 3.69487 0.12576 3.97871 0.00 0.00 0.00
H 2.18974 2.05957 5.43789 0.00 0.00 0.00
H 2.96852 0.63345 6.11704 0.00 0.00 0.00
H 1.29778 0.98271 6.52953 0.00 0.00 0.00
H 1.17259 -1.96383 4.19733 0.00 0.01 0.00
H 0.68767 -1.36311 5.78912 0.00 0.00 0.00
H 2.39272 -1.64607 5.43291 0.00 0.00 0.00
H -4.49226 2.65582 4.28279 0.00 0.00 0.00
H -3.73887 3.77314 3.12385 0.00 0.00 0.00
H -4.26441 4.34703 4.70022 0.00 0.00 0.00
H -3.23685 1.97683 6.39991 0.00 0.00 0.00
H -3.12994 3.69815 6.78095 0.00 0.00 0.00
H -1.67403 2.71017 6.78011 0.00 0.00 0.00
H -1.41764 4.73358 3.60540 0.00 0.00 0.00
H -0.59064 4.34128 5.11782 0.00 0.00 0.00
H -2.05869 5.31209 5.14676 0.00 0.00 0.00
C 5.37215 -0.11298 0.53465 0.00 0.01 0.00
C 4.61981 -1.40812 0.30476 0.00 -0.02 0.01
C 5.03405 -2.52241 1.24514 0.00 0.00 0.00
O 4.73682 -1.88277 -1.03987 0.00 0.01 0.00
C 3.12780 -1.18109 0.37214 -0.07 0.04 -0.01
O 2.27607 -2.14560 0.52735 0.02 -0.02 0.00
O 2.54387 -0.07638 0.16782 0.01 -0.01 0.00
H 6.43536 -0.29819 0.38709 0.00 0.00 0.00
H 5.22409 0.24703 1.55280 0.00 -0.01 0.00
H 5.04386 0.66794 -0.15301 0.00 0.00 0.00
H 6.10471 -2.68516 1.13632 0.00 0.00 0.00
H 4.51700 -3.44824 0.99921 0.00 0.00 0.00
H 4.82437 -2.25563 2.28196 0.00 0.00 0.00
H 5.02431 -1.15781 -1.60949 0.00 0.00 0.00
F 0.29167 0.87242 0.33983 -0.01 0.02 0.00
```
Positions in Å, forces in eV/Å.

The value obtained for the LUMO energy is -7.29 eV. As for the charge: +2.



Entry 4:
The molecule C3H3IN2S at a distorted geometry. Source: the Open Molecules 2025 dataset; level of theory: ωB97M-V with the def2-TZVPD basis set.

Structure (XYZ):
```
10
Properties=species:S:1:pos:R:3:forces:R:3
C 0.41046 -0.44029 -0.72734 1.18 -2.31 0.16
C -1.08066 1.31064 1.35640 -2.49 -0.43 3.09
C 0.81969 -1.86976 -0.55062 -1.60 1.80 -1.69
N 0.46920 0.70550 -0.78581 -1.58 2.72 0.09
N 0.08240 1.93025 -0.89423 1.23 -0.60 -1.20
S -0.60642 2.56911 0.47647 1.36 1.69 -1.35
I -2.50566 2.12040 2.80321 0.81 -1.21 -0.68
H 0.21555 -2.30641 -1.40637 1.26 -0.38 1.02
H 1.92903 -1.93519 -0.64053 -1.03 -0.51 0.44
H 0.26639 -2.08424 0.36882 0.87 -0.77 0.12
```
Positions in Å, forces in eV/Å.

The value obtained for the LUMO energy (spin up / spin down) is 0.07 / -2.13 eV. As for the charge: 0. Its spin multiplicity is 3.



Looking at relative energy (zero: lowest compared OMol25 entry of this formula, charge and spin) for the records above, in order, we have 333.8 238.1 0.0 310.9 kJ/mol.